{"formula": "C4H7NO", "method": "ωB97M-V with the def2-TZVPD basis set", "symbols": ["H", "N", "C", "C", "C", "C", "O", "H", "H", "H", "H", "H", "H"], "coordinates": [[-2.6728, -0.5396, 1.7351], [-1.7199, -0.8975, 1.6417], [-1.2605, -0.6055, 0.4978], [0.1449, -0.9675, 0.0865], [0.8957, 0.3010, -0.2364], [0.6540, 1.0496, -1.3146], [1.7758, 0.6211, 0.7483], [-1.8256, -0.0423, -0.2594], [0.6350, -1.5007, 0.9051], [0.1110, -1.6153, -0.7978], [-0.0656, 0.7204, -2.0560], [1.1428, 2.0062, -1.4803], [2.1851, 1.4702, 0.5300]], "forces_ev_per_angstrom": [[0.09, -0.09, 0.04], [-0.01, 0.15, -0.34], [-0.06, -0.06, 0.17], [0.02, -0.03, 0.03], [-0.21, 0.00, -0.31], [0.05, -0.04, 0.10], [0.10, 0.24, -0.06], [0.02, -0.09, 0.14], [-0.08, 0.08, -0.14], [0.00, 0.12, 0.13], [0.12, 0.03, 0.11], [0.00, -0.16, 0.03], [-0.02, -0.14, 0.09]], "fmax_ha_per_bohr": 0.0073, "total_energy_ev": -7797.9324, "de_lowest_kcal_mol": 39.5, "smiles": "[H]/N=C/CC(=C)O", "orbital_gap_ev": 9.95, "molar_mass_g_mol": 85.1, "e_homo_ha": -0.3345, "charge": 0}